## i
A single C9H12N2O2 molecule. Source: OMol25; level of theory: ωB97M-V with the def2-TZVPD basis set.

CARTESIAN COORDINATES (ANGSTROEM)
C  0.658  -0.842  2.615
C  -0.321  -1.203  0.458
C  -1.772  -0.672  0.786
C  0.465  -0.091  -0.265
C  0.078  1.260  -0.032
C  0.762  2.279  -0.668
C  1.904  1.930  -1.485
C  2.357  0.608  -1.559
C  1.640  -0.429  -0.989
H  1.145  -1.384  3.498
H  -0.200  -0.302  2.990
H  1.372  -0.049  2.356
H  -0.372  -2.023  -0.303
H  -3.535  -0.203  -0.047
H  -2.109  -0.056  -2.033
H  -2.706  -1.720  -1.992
H  -0.747  1.415  0.713
H  0.304  3.319  -0.615
H  2.427  2.687  -2.122
H  3.338  0.317  -2.052
H  1.993  -1.398  -1.038
N  -2.696  -0.696  -0.194
N  -2.218  -0.891  -1.485
O  0.328  -1.728  1.613
O  -2.097  -0.126  1.850

Output
2S+1 = 1
E_HOMO = -0.335 Ha
SMILES = CO[C@@H](C(=O)NN)c1ccccc1
lowest unoccupied orbital energy = 0.0278 Eh
frontier orbital gap = 9.87 eV



## ii
2 unconnected molecules or ions with the total composition C9H12N2O2. Source: OMol25; level of theory: ωB97M-V with the def2-TZVPD basis set.

CARTESIAN COORDINATES (ANGSTROEM)
C  1.816  1.325  -0.761
C  0.687  0.971  -1.441
C  0.325  0.644  0.803
C  -0.044  -2.993  -0.410
C  0.613  -2.143  2.127
C  1.876  -2.530  1.503
C  0.669  -2.793  0.802
C  0.407  1.265  -2.821
C  -1.635  0.351  -0.786
N  -0.220  0.569  -0.456
N  1.594  1.102  0.570
O  -0.540  -2.749  -1.447
O  0.112  -4.060  0.347
H  2.710  1.742  -1.007
H  0.402  -2.759  2.987
H  0.302  -1.123  2.209
H  2.478  -1.675  1.286
H  2.300  -3.464  1.896
H  -0.653  1.092  -3.060
H  0.552  2.331  -3.016
H  1.030  0.705  -3.406
H  -1.741  -0.527  -1.507
H  -2.162  0.133  0.046
H  -1.988  1.293  -1.365
H  2.208  1.518  1.115

Output
2S+1 = 1
E_HOMO = -0.312 Ha
lowest unoccupied orbital energy = 0.0303 Eh
frontier orbital gap = 9.32 eV



i is favored, and the nearest alternative lies 2.971 eV above it.



## i
2 unconnected molecules or ions with the total composition C11H12NO2. Source: OMol25; level of theory: ωB97M-V with the def2-TZVPD basis set.

CARTESIAN COORDINATES (ANGSTROEM)
C  2.254  -0.646  -0.945
C  -0.035  1.667  0.819
C  1.213  1.366  0.278
C  1.121  0.009  -0.226
C  -0.198  -0.376  -0.114
C  -0.305  2.938  1.339
C  0.729  3.829  1.385
C  1.962  3.563  0.721
C  2.258  2.293  0.218
N  -0.907  0.650  0.462
H  -1.258  3.125  1.831
H  0.718  4.778  1.916
H  -1.865  0.630  0.783
H  2.787  4.263  0.607
H  -0.733  -1.252  -0.477
H  3.194  2.016  -0.248
H  2.017  -0.700  -2.018
H  2.336  -1.709  -0.710
H  3.190  -0.100  -0.886
C  -1.454  -3.955  0.400
C  -1.964  -3.308  -0.932
O  -1.536  -3.846  -1.980
O  -2.496  -2.173  -0.907
H  -0.440  -3.597  0.599
H  -1.572  -5.029  0.430
H  -2.029  -3.580  1.245

Output
2S+1 = 1
E_HOMO = -0.153 Ha
net charge = -1
lowest unoccupied orbital energy = 0.1162 Eh
frontier orbital gap = 7.32 eV



## ii
2 unconnected molecules or ions with the total composition C11H12NO2. Source: OMol25; level of theory: ωB97M-V with the def2-TZVPD basis set.

CARTESIAN COORDINATES (ANGSTROEM)
C  -0.207  -1.043  -3.440
C  0.716  -0.758  -1.068
C  -0.886  0.393  -0.087
C  -0.197  -0.483  -2.051
C  -1.271  0.226  -1.436
C  -1.762  0.941  0.864
C  -3.013  1.321  0.433
C  -2.544  0.659  -1.858
C  -3.376  1.244  -0.931
N  0.325  -0.179  0.104
H  0.813  -0.343  1.008
H  1.584  -1.383  -1.178
H  -1.543  0.870  1.924
H  0.780  -1.438  -3.693
H  -0.326  -0.241  -4.170
H  -3.766  1.509  1.190
H  -2.788  0.685  -2.917
H  -4.264  1.767  -1.284
H  -0.964  -1.823  -3.493
C  3.690  -0.402  3.621
C  2.635  -0.093  2.543
O  1.904  -1.064  2.188
O  2.639  1.051  2.060
H  3.608  -1.425  3.979
H  3.529  0.236  4.490
H  4.685  -0.227  3.202

Output
2S+1 = 1
E_HOMO = -0.166 Ha
net charge = -1
lowest unoccupied orbital energy = 0.1254 Eh
frontier orbital gap = 7.93 eV



## iii
2 unconnected molecules or ions with the total composition C11H12NO2. Source: OMol25; level of theory: ωB97M-V with the def2-TZVPD basis set.

CARTESIAN COORDINATES (ANGSTROEM)
C  -2.118  -0.794  3.128
C  0.228  0.158  0.369
C  0.032  -0.390  1.663
C  -1.380  -0.283  1.925
C  -1.936  0.249  0.803
C  1.517  0.321  -0.145
C  2.578  -0.119  0.616
C  2.408  -0.622  1.915
C  1.135  -0.725  2.449
N  -0.971  0.577  -0.117
H  1.644  0.906  -1.060
H  3.584  -0.043  0.211
H  -1.108  0.747  -1.133
H  3.215  -1.004  2.522
H  -2.980  0.467  0.648
H  0.956  -0.970  3.492
H  -2.324  -1.867  3.088
H  -3.046  -0.229  3.263
H  -1.539  -0.626  4.044
C  -0.044  0.090  -4.376
C  0.085  1.295  -3.420
O  -0.903  1.506  -2.653
O  1.143  1.942  -3.461
H  0.907  -0.438  -4.379
H  -0.265  0.435  -5.390
H  -0.818  -0.582  -4.000

Output
2S+1 = 1
E_HOMO = -0.169 Ha
net charge = -1
lowest unoccupied orbital energy = 0.1214 Eh
frontier orbital gap = 7.91 eV



iii is favored, and the nearest alternative lies 0.067 eV above it.